The following is a DFT calculation (wB97M-V/def2-TZVPD) of a molecular structure, C15H34AlBrO26PS6 in a non-equilibrium geometry.

## Properties
Charge: -1
HOMO in hartree: -0.1673
HOMO-LUMO gap in eV: 5.8

Each line ends with the Mulliken charge.
Cartesian coordinates (Å):
C (2.097, 0.405, -2.123)  -0.356
C (1.558, 0.982, -3.439)  -0.260
O (0.499, 0.193, -3.923)  -0.451
Al (-1.120, 0.922, -4.006)  0.278
C (-2.399, -0.441, -3.254)  -0.584
Br (-1.768, 1.223, -6.267)  -0.427
P (-1.400, 2.875, -2.703)  0.437
O (-2.812, 3.397, -2.900)  -0.660
H (3.184, 0.526, -2.058)  0.358
H (1.912, -0.671, -2.173)  0.213
H (1.618, 0.781, -1.216)  -0.232
H (2.375, 0.916, -4.175)  0.251
H (1.312, 2.050, -3.352)  0.210
H (-1.788, -1.172, -2.717)  0.244
H (-2.968, -0.917, -4.051)  0.347
H (-3.043, 0.053, -2.517)  -0.196
H (-0.514, 3.884, -3.193)  -0.021
H (-1.118, 2.707, -1.334)  -0.113
C (1.729, 1.079, 3.028)  0.164
C (0.364, 1.433, 3.565)  -0.301
O (-0.141, 2.405, 2.628)  -0.427
S (0.413, 2.076, 1.162)  1.139
O (-0.569, 1.339, 0.453)  -0.424
O (1.001, 3.252, 0.628)  -0.653
O (1.561, 1.064, 1.599)  -0.173
H (2.466, 1.843, 3.274)  0.274
H (2.071, 0.117, 3.379)  -0.098
H (0.401, 1.852, 4.565)  0.317
H (-0.303, 0.569, 3.556)  0.245
C (-6.103, 0.522, -0.380)  -0.274
C (-4.812, 0.394, 0.389)  -0.226
O (-5.193, -0.224, 1.636)  -0.296
S (-6.416, -1.213, 1.384)  1.082
O (-5.936, -2.543, 1.259)  -0.549
O (-7.446, -0.896, 2.310)  -0.555
O (-6.822, -0.688, -0.066)  -0.317
H (-6.695, 1.371, -0.035)  0.279
H (-5.943, 0.604, -1.451)  0.315
H (-4.336, 1.352, 0.572)  0.316
H (-4.107, -0.267, -0.119)  0.228
C (-7.538, 2.635, -7.217)  -0.375
C (-7.421, 3.028, -5.759)  -0.345
O (-6.123, 2.587, -5.374)  -0.228
S (-5.108, 2.703, -6.617)  1.145
O (-4.400, 3.925, -6.530)  -0.540
O (-4.462, 1.459, -6.784)  -0.481
O (-6.245, 2.883, -7.762)  -0.336
H (-7.763, 1.571, -7.326)  0.276
H (-8.284, 3.220, -7.750)  0.291
H (-8.174, 2.555, -5.133)  0.303
H (-7.471, 4.113, -5.633)  0.281
C (2.210, -4.550, 2.923)  0.040
C (0.715, -4.325, 2.980)  -0.397
O (0.501, -3.748, 4.280)  -0.353
S (1.760, -2.863, 4.695)  0.888
O (1.506, -1.500, 4.382)  -0.356
O (2.174, -3.266, 5.988)  -0.571
O (2.776, -3.414, 3.594)  -0.190
H (2.507, -5.446, 3.470)  0.286
H (2.566, -4.610, 1.900)  -0.103
H (0.141, -5.239, 2.873)  0.340
H (0.392, -3.603, 2.227)  0.312
C (6.242, 1.915, 5.214)  -0.314
C (6.298, 1.606, 6.696)  -0.403
O (4.940, 1.312, 7.044)  -0.318
S (4.204, 0.607, 5.810)  1.161
O (4.226, -0.798, 5.990)  -0.529
O (3.007, 1.318, 5.547)  -0.523
O (5.288, 0.982, 4.692)  -0.253
H (5.874, 2.926, 5.028)  0.281
H (7.200, 1.781, 4.719)  0.297
H (6.662, 2.441, 7.287)  0.311
H (6.905, 0.721, 6.899)  0.297
C (5.581, -2.680, -1.644)  -0.249
C (5.693, -2.983, -0.164)  -0.370
O (4.361, -3.340, 0.221)  -0.195
S (3.623, -4.075, -0.998)  1.015
O (3.713, -5.479, -0.800)  -0.577
O (2.384, -3.431, -1.216)  -0.434
O (4.656, -3.658, -2.140)  -0.296
H (5.161, -1.689, -1.822)  0.184
H (6.531, -2.771, -2.164)  0.314
H (6.034, -2.132, 0.418)  0.327
H (6.347, -3.839, 0.021)  0.279